[1]
{
  "formula": "C29H33N4",
  "method": "ωB97M-V with the def2-TZVPD basis set",
  "elements": ["C", "C", "C", "C", "C", "N", "C", "C", "C", "N", "C", "C", "H", "H", "H", "H", "H", "H", "H", "H", "H", "H", "H", "H", "C", "N", "C", "C", "C", "C", "C", "C", "C", "C", "C", "C", "C", "C", "N", "C", "C", "C", "C", "C", "C", "H", "H", "H", "H", "H", "H", "H", "H", "H", "H", "H", "H", "H", "H", "H", "H", "H", "H", "H", "H", "H"],
  "xyz": [[3.888, -2.571, -2.936], [3.111, -3.728, -2.786], [1.733, -3.636, -2.548], [1.132, -2.372, -2.462], [-0.324, -2.237, -2.137], [-0.792, -1.311, -1.346], [-2.170, -0.925, -1.609], [-3.123, -2.086, -1.831], [-2.568, -3.123, -2.794], [-1.118, -3.132, -2.769], [1.877, -1.228, -2.783], [3.253, -1.322, -3.008], [4.973, -2.642, -3.036], [3.585, -4.708, -2.859], [1.133, -4.538, -2.406], [-2.467, -0.292, -0.770], [-2.202, -0.317, -2.534], [-3.357, -2.555, -0.870], [-4.050, -1.700, -2.262], [-2.924, -4.130, -2.547], [-2.909, -2.893, -3.813], [-0.654, -3.791, -3.379], [1.359, -0.266, -2.835], [3.819, -0.420, -3.251], [1.377, 5.787, -2.231], [1.909, 4.464, -2.043], [3.189, 4.070, -2.590], [3.363, 2.598, -2.150], [2.115, 2.302, -1.413], [1.297, 3.454, -1.374], [0.023, 3.434, -0.774], [-0.449, 2.231, -0.277], [0.425, 1.095, -0.182], [0.097, -0.100, 0.520], [-0.572, -0.093, 1.779], [-0.871, -1.345, 2.392], [-1.368, -1.391, 3.668], [-1.710, -0.191, 4.344], [-2.236, -0.475, 5.564], [-2.826, 0.462, 6.496], [-2.306, -1.904, 5.827], [-1.614, -2.534, 4.590], [-1.484, 1.066, 3.760], [-0.901, 1.105, 2.509], [1.710, 1.155, -0.779], [0.733, 6.077, -1.393], [2.218, 6.483, -2.299], [0.794, 5.869, -3.160], [3.206, 4.174, -3.682], [3.993, 4.704, -2.198], [3.489, 1.939, -3.019], [4.245, 2.471, -1.508], [-0.550, 4.360, -0.716], [-1.483, 2.141, 0.072], [0.699, -0.990, 0.280], [-0.675, -2.269, 1.854], [-2.619, 1.496, 6.193], [-3.918, 0.317, 6.550], [-2.419, 0.281, 7.504], [-1.792, -2.140, 6.774], [-3.357, -2.225, 5.924], [-2.244, -3.309, 4.148], [-0.672, -3.005, 4.902], [-1.746, 1.969, 4.305], [-0.664, 2.086, 2.103], [2.389, 0.302, -0.699]],
  "nbo_charge": [-0.19, -0.22, -0.14, -0.12, 0.47, -0.56, -0.23, -0.43, -0.21, -0.59, -0.19, -0.22, 0.23, 0.23, 0.21, 0.20, 0.19, 0.21, 0.22, 0.21, 0.20, 0.40, 0.23, 0.22, -0.41, -0.38, -0.20, -0.45, -0.01, 0.24, -0.31, -0.12, -0.21, 0.15, -0.24, -0.13, 0.00, 0.26, -0.36, -0.41, -0.20, -0.45, -0.33, -0.03, -0.14, 0.21, 0.22, 0.20, 0.20, 0.20, 0.22, 0.23, 0.23, 0.23, 0.24, 0.22, 0.22, 0.21, 0.21, 0.21, 0.20, 0.23, 0.23, 0.23, 0.22, 0.23],
  "spin_multiplicity": 1,
  "largest_force_ha_per_bohr": 0.0329,
  "total_charge": 1,
  "de_lowest_kcal_mol": 17.6,
  "homo_ev": -9.62
}

***

[2]
{
  "formula": "C29H33N5O9P2PdS4",
  "method": "ωB97M-V with the def2-TZVPD basis set",
  "elements": ["Pd", "S", "C", "N", "C", "C", "N", "C", "C", "C", "C", "C", "C", "C", "C", "S", "C", "C", "C", "C", "C", "C", "C", "H", "H", "H", "H", "H", "H", "H", "H", "H", "H", "H", "H", "H", "H", "H", "H", "H", "H", "C", "C", "O", "P", "O", "O", "O", "P", "O", "O", "O", "H", "H", "H", "H", "H", "H", "H", "N", "C", "C", "C", "C", "C", "C", "S", "O", "O", "N", "C", "S", "C", "C", "N", "H", "H", "H", "H", "H", "H", "H", "H"],
  "xyz": [[1.077, -2.539, -2.529], [-0.527, -3.977, -1.732], [-0.319, -3.748, 0.014], [-1.302, -4.321, 0.851], [-0.943, -4.263, 2.252], [-0.323, -2.891, 2.592], [0.885, -2.707, 1.824], [2.134, -2.817, 2.536], [2.303, -1.645, 3.477], [2.821, -1.800, 4.757], [2.965, -0.706, 5.601], [2.574, 0.554, 5.176], [2.033, 0.714, 3.905], [1.899, -0.377, 3.063], [0.788, -3.147, 0.488], [2.183, -2.880, -0.576], [-2.728, -4.205, 0.503], [-3.556, -3.292, 1.372], [-3.411, -1.907, 1.342], [-4.148, -1.102, 2.199], [-5.048, -1.667, 3.092], [-5.213, -3.043, 3.123], [-4.466, -3.843, 2.272], [-0.187, -5.035, 2.454], [-1.821, -4.457, 2.868], [-0.093, -2.811, 3.657], [-1.040, -2.110, 2.330], [2.925, -2.793, 1.783], [2.223, -3.768, 3.095], [3.108, -2.790, 5.098], [3.367, -0.843, 6.599], [2.684, 1.409, 5.833], [1.694, 1.688, 3.573], [1.462, -0.263, 2.077], [-3.160, -5.212, 0.564], [-2.761, -3.883, -0.538], [-2.720, -1.443, 0.647], [-4.022, -0.033, 2.159], [-5.623, -1.034, 3.758], [-5.923, -3.494, 3.807], [-4.592, -4.921, 2.300], [0.294, 0.726, -2.801], [0.902, 0.374, -4.178], [0.884, 1.522, -5.024], [2.634, -0.223, -4.170], [3.561, 0.951, -3.611], [3.126, -0.166, -5.676], [2.877, -1.542, -3.534], [-0.148, -0.921, -5.010], [0.703, -1.028, -6.460], [-1.446, -0.289, -5.357], [-0.066, -2.268, -4.369], [0.461, 1.802, -2.650], [0.088, 0.034, -0.915], [-0.785, 0.557, -2.874], [-0.011, 1.554, -5.397], [3.411, 1.084, -2.660], [2.423, -0.553, -6.243], [0.030, -1.257, -7.114], [1.508, 6.725, -2.927], [0.653, 6.083, -2.020], [0.692, 6.406, -0.664], [-0.157, 5.774, 0.228], [-1.060, 4.838, -0.238], [-1.135, 4.533, -1.588], [-0.279, 5.151, -2.478], [-2.078, 3.885, 0.886], [-3.418, 3.933, 0.352], [-1.904, 4.424, 2.219], [-1.593, 2.318, 0.838], [-0.485, 1.743, 0.570], [0.986, 2.759, 0.169], [2.163, 1.520, -0.318], [2.000, 0.431, -1.082], [0.787, -0.058, -1.671], [2.348, 7.083, -2.501], [1.704, 6.174, -3.748], [1.405, 7.144, -0.313], [-0.110, 5.972, 1.291], [-1.852, 3.792, -1.920], [-0.318, 4.905, -3.533], [3.159, 1.749, 0.044], [2.848, -0.239, -1.216]],
  "mulliken_charge": [0.04, -0.33, 0.18, 0.08, -0.94, -0.51, 0.55, -1.24, 0.47, -0.57, -0.51, -0.48, -0.48, 0.08, 0.03, -0.33, -1.09, 0.56, -0.52, -0.57, -0.45, -0.50, -0.46, 0.44, 0.34, 0.52, -0.03, 0.52, 0.14, 0.33, 0.34, 0.36, 0.46, 0.28, 0.23, 0.51, 0.52, 0.57, 0.37, 0.35, 0.32, -1.50, 1.16, -0.74, 0.69, -0.65, -0.57, -0.71, 0.95, -0.66, -0.78, -0.67, 0.09, -0.31, 0.58, 0.51, 0.42, 0.44, 0.32, -0.64, 1.06, -0.62, -0.01, -1.01, -0.24, -0.55, 1.33, -0.76, -0.76, -0.23, -0.18, -0.12, -0.77, -1.48, 1.64, 0.22, 0.24, 0.24, 0.45, 0.39, 0.26, 0.38, 0.99],
  "spin_multiplicity": 1,
  "largest_force_ha_per_bohr": 0.0230,
  "total_charge": -2,
  "homo_ev": -1.09
}

***

[3]
{
  "formula": "C29H33N6O2PSeTeV",
  "method": "ωB97M-V with the def2-TZVPD basis set",
  "elements": ["V", "C", "N", "C", "C", "N", "C", "P", "C", "N", "C", "C", "N", "C", "C", "N", "C", "C", "N", "C", "H", "H", "H", "H", "H", "H", "H", "H", "H", "H", "H", "H", "H", "H", "H", "C", "C", "O", "C", "C", "C", "C", "C", "C", "O", "H", "H", "H", "H", "H", "H", "H", "C", "C", "C", "C", "C", "C", "Te", "C", "C", "C", "H", "H", "H", "H", "H", "H", "H", "H", "H", "H", "H", "Se"],
  "xyz": [[-0.264, 0.034, -0.923], [3.157, -3.723, 1.493], [2.723, -2.446, 0.988], [3.470, -1.289, 0.944], [2.663, -0.337, 0.403], [1.445, -0.886, 0.121], [1.489, -2.164, 0.486], [0.297, -3.457, -0.108], [-1.134, -2.548, 0.629], [-1.389, -1.260, 0.487], [-2.477, -0.970, 1.262], [-2.896, -2.104, 1.885], [-2.035, -3.100, 1.483], [-2.100, -4.487, 1.885], [0.094, -2.977, -1.809], [0.150, -1.690, -2.229], [0.349, -1.711, -3.573], [0.449, -2.998, -4.013], [0.305, -3.809, -2.896], [0.243, -5.234, -2.862], [4.132, -3.601, 1.962], [2.456, -4.100, 2.239], [3.235, -4.458, 0.688], [4.475, -1.247, 1.327], [2.862, 0.699, 0.189], [-2.864, 0.032, 1.337], [-3.695, -2.291, 2.580], [-3.031, -4.647, 2.426], [-2.075, -5.135, 1.009], [-1.264, -4.749, 2.533], [0.437, -0.790, -4.124], [0.629, -3.410, -4.992], [0.054, -5.616, -3.866], [1.173, -5.677, -2.483], [-0.570, -5.552, -2.198], [-2.205, 3.611, 0.708], [-2.033, 2.429, -0.219], [-1.119, 1.657, 0.061], [-2.929, 2.245, -1.350], [-3.922, 3.204, -1.617], [-4.819, 3.076, -2.650], [-4.736, 1.936, -3.468], [-3.786, 0.977, -3.246], [-2.830, 1.081, -2.186], [-1.976, 0.150, -2.042], [-1.474, 3.510, 1.509], [-3.212, 3.642, 1.127], [-2.032, 4.544, 0.167], [-3.977, 4.082, -0.985], [-5.566, 3.839, -2.832], [-5.432, 1.814, -4.292], [-3.709, 0.100, -3.878], [3.284, 2.065, 9.187], [2.610, 1.873, 7.852], [1.241, 2.033, 7.698], [0.609, 1.859, 6.469], [-0.879, 2.061, 6.401], [1.347, 1.510, 5.316], [0.386, 1.258, 3.430], [2.741, 1.344, 5.477], [3.648, 0.958, 4.334], [3.337, 1.527, 6.722], [2.557, 2.333, 9.955], [4.035, 2.859, 9.148], [3.794, 1.154, 9.515], [0.640, 2.303, 8.564], [-1.296, 2.235, 7.398], [-1.364, 1.196, 5.943], [-1.124, 2.905, 5.753], [3.104, 0.923, 3.393], [4.084, -0.032, 4.510], [4.473, 1.670, 4.241], [4.415, 1.396, 6.806], [1.100, 1.573, -2.103]],
  "mulliken_spin": [2.37, 0.06, 0.00, 0.04, -0.02, -0.03, 0.06, 0.25, 0.07, -0.01, 0.03, 0.01, -0.14, 0.13, 0.20, 0.10, -0.05, 0.11, 0.04, 0.11, 0.01, 0.00, -0.03, 0.01, 0.00, 0.00, 0.00, 0.01, -0.04, 0.00, 0.00, 0.03, -0.01, -0.01, -0.01, 0.00, 0.01, -0.02, 0.02, 0.00, 0.00, 0.00, -0.01, 0.02, -0.06, 0.00, 0.00, 0.00, 0.00, 0.00, 0.00, 0.00, 0.00, 0.00, 0.00, 0.00, 0.00, 0.00, 0.02, 0.00, 0.00, 0.00, 0.00, 0.00, 0.00, 0.00, 0.00, 0.00, 0.00, 0.00, 0.00, 0.00, 0.00, -0.30],
  "spin_multiplicity": 4,
  "largest_force_ha_per_bohr": 0.0266,
  "total_charge": -2,
  "homo_ev": [0.82, -0.75],
  "s2": 3.93
}